Molecular formula: C40H33IrN3O4P
Method: DFT, wB97M-V/def2-TZVPD

```
82
C40H33IrN3O4P wB97M-V/def2-TZVPD
H -1.03120 1.79060 3.41461
H 0.86198 3.73332 1.63785
C -1.13715 -1.96000 -4.35570
C -2.09454 3.55251 0.73920
H -5.15454 -0.46170 -3.81389
H 0.83851 -3.15020 7.05226
H -3.43727 5.21041 0.82926
H 2.10358 -1.13194 6.41570
O -1.05003 1.59141 -1.38613
C -0.82705 -2.01004 -1.97950
N 1.44394 2.44811 0.32068
C -2.35593 3.43661 3.48180
H 1.53437 0.07902 4.33666
H -1.50357 -2.79673 3.48967
H -2.44388 3.38091 4.55827
O 1.14674 3.77795 0.71315
C 0.60988 -2.63706 6.12982
C 1.58549 -2.02073 0.35116
C -2.35815 1.37955 -3.31763
C 1.31616 -1.49682 5.77181
C 2.71498 0.02081 -1.23508
C 1.69219 -4.38340 0.77685
O -1.63541 2.25053 -4.07253
C -3.03212 4.41287 2.77603
H -1.15064 -2.33806 -0.99981
C -4.29571 -0.05169 -3.30764
C -1.54579 2.52705 2.81607
C 3.50885 -0.93422 -1.87079
C 4.31022 1.70765 -1.89844
H -0.49337 3.86831 -4.30662
H -0.93496 -4.00955 5.57340
H 5.97757 1.04532 -3.02792
H 3.17737 -1.96576 -1.87605
C -2.90806 4.46008 1.40017
H 0.72739 -3.52569 -0.92168
C 0.61373 -0.66294 -3.35346
C 2.33002 -1.79211 1.50790
C 3.10748 1.39198 -1.20393
C -3.44463 0.80774 -3.98245
C 1.00688 -0.82209 4.61206
C -1.51863 -2.41574 -3.10599
C 0.27247 -1.16148 -2.09919
C -2.07003 1.03951 -1.96885
H -2.00668 3.63217 -0.33291
C 2.39855 -4.14888 1.94313
N -1.61253 -0.22628 0.76757
H 2.83616 3.44342 -0.77205
C -0.02387 -1.28401 3.77964
H 1.43117 0.03823 -3.44961
C -4.05943 -0.38803 -1.99521
C 5.06966 0.75717 -2.51921
N -1.40864 -0.91189 1.85937
H 4.63741 2.73707 -1.90599
H -3.40687 -1.15214 0.37645
C 2.44434 2.45182 -0.56730
C -0.33915 -0.56698 2.56816
C -1.39702 2.57331 1.43525
C -2.68682 -0.44325 -0.01517
H -3.61159 1.08566 -5.01114
C -0.73350 3.17181 -3.50217
H -4.73345 -1.05741 -1.48330
H 3.28113 -2.66826 3.20838
H -1.18597 3.72174 -2.67403
Ir -0.20640 1.20063 0.37120
H -1.68023 -2.27397 -5.23384
H 0.19792 -0.68937 -5.44441
H 2.58260 -0.77541 1.77763
C 2.72484 -2.85005 2.30166
C -0.39731 -3.11348 5.30048
H -3.64227 5.13728 3.29590
H 0.18100 2.68960 -3.14800
P 1.13057 -0.54754 -0.61866
H 5.28882 -1.33587 -2.99197
H 1.46072 -5.39475 0.47598
C -2.93113 0.08347 -1.29013
O 0.43795 0.40947 2.17246
H -2.36385 -3.07943 -3.00965
C -0.08135 -1.07310 -4.47492
C -0.71841 -2.44608 4.13869
C 1.27564 -3.32671 -0.01356
H 2.70814 -4.97575 2.56434
C 4.68269 -0.58848 -2.50413
```

- HOMO-LUMO gap: 5.56 eV
- Net charge: 0
- LUMO level: -1.16 eV
- 2S+1: 1
- F_max: 0.1005 Eh/bohr